Molecular formula: C5H7N
Method: DFT, ωB97M-V with the def2-TZVPD basis set

The energy above the lowest of the compared OMol25 structures with the same formula, charge and spin comes out at 72.3 kcal/mol. The calculation puts the total energy at -249.35799 Eh. The calculation puts the molar mass at 81.1 g mol⁻¹. The HOMO energy comes out at -8.8956 eV.

Each line ends with the Löwdin charge.
Geometry (Å):
C1 -2.64626 0.28783 0.15661  -0.108
C2 -1.27990 -0.04170 -0.22792  -0.086
C3 -0.16061 -0.34857 -0.56222  0.000
C4 1.26208 -0.15798 -0.77134  -0.341
C5 1.93165 0.27142 0.47556  -0.156
N1 2.38608 -0.92053 -0.23168  0.022
H1 -3.24006 0.42396 -0.75020  0.077
H2 -2.71254 1.20451 0.75810  0.081
H3 -3.05729 -0.53894 0.74023  0.077
H4 1.54051 0.34050 -1.69451  0.133
H5 1.35675 0.06558 1.37537  0.109
H6 2.52919 1.17138 0.47048  0.099
H7 2.09039 -1.75747 0.26152  0.093